1.
ORCA calculation (ωB97M-V/def2-TZVPD) on a cluster of 9 separate species, C34H43F9NO26 in total.

Results
- LUMO: 1.199 eV
- Gap between HOMO and LUMO: 5.60 eV
- Charge: -1
- HOMO: -4.41 eV

Positions of all 113 atoms, in Å:
C 1.6307 -4.0098 -1.3921
C 2.1588 -2.8176 -2.2253
C 2.0084 -1.4898 -1.4667
C 1.9570 -0.2069 -2.3154
C 3.2628 0.6285 -2.5460
C 3.8944 0.4834 -3.9480
C 3.7618 -0.7913 -4.7488
C 4.3313 -0.6201 -6.1644
F 4.4576 -1.8594 -4.1486
N 4.2639 0.4716 -1.4902
C 5.1995 -0.6346 -1.5637
C 2.7696 2.1388 -2.5143
O 1.7867 2.3648 -3.2726
O 3.3459 2.9539 -1.7795
H 1.2562 -3.6808 -0.4209
H 0.8181 -4.5348 -1.8892
H 2.4228 -4.7349 -1.1881
H 3.2137 -3.0027 -2.4130
H 1.6058 -2.7778 -3.1637
H 2.7814 -1.4495 -0.6949
H 1.0564 -1.5512 -0.9318
H 1.2540 0.4694 -1.8300
H 1.4791 -0.4620 -3.2629
H 3.4072 1.2401 -4.5660
H 4.9540 0.7535 -3.9231
H 2.7219 -1.1066 -4.8364
H 4.7527 0.3754 -6.3041
H 5.0932 -1.3738 -6.3526
H 3.5419 -0.7286 -6.9103
H 3.8036 0.4770 -0.5920
H 5.7815 -0.6439 -0.6365
H 5.9148 -0.4882 -2.3720
H 4.7545 -1.6321 -1.6614
C -2.4836 -1.7154 1.1646
C -3.5567 -2.7180 0.8057
O -3.2738 -2.9936 -0.5511
C -1.9351 -2.7756 -0.7496
O -1.3320 -3.1256 -1.7057
O -1.4142 -2.1046 0.2953
F -4.8102 -2.1797 0.9013
H -2.8103 -0.7039 0.9266
H -2.1728 -1.7664 2.2035
H -3.5279 -3.6429 1.3739
C -1.7904 -5.0106 5.7035
C -2.8963 -4.0286 5.3957
O -2.5822 -3.6256 4.0708
C -1.8936 -4.6436 3.4782
O -1.6875 -4.7112 2.3117
O -1.4971 -5.5399 4.3987
F -2.8618 -2.9467 6.2080
H -0.9081 -4.4982 6.0896
H -2.0926 -5.7962 6.3828
H -3.8996 -4.4546 5.4124
C 0.8152 4.3895 -5.1320
C -0.6522 4.6043 -5.4141
O -0.6461 5.6404 -6.3929
C 0.5424 5.5721 -7.0477
O 0.7771 6.1407 -8.0700
O 1.3945 4.7690 -6.4044
F -1.3498 5.0367 -4.3326
H 1.1838 5.0617 -4.3664
H 1.0756 3.3707 -4.8506
H -1.1667 3.7356 -5.8285
C -3.7930 -8.6775 9.6577
C -5.2553 -8.3008 9.5300
O -5.2026 -7.1837 8.6608
C -4.0877 -7.3031 7.8942
O -3.8666 -6.6686 6.9167
O -3.2684 -8.2499 8.3974
F -5.7979 -7.9254 10.7105
H -3.3175 -8.1130 10.4608
H -3.6217 -9.7401 9.7994
H -5.8869 -9.0695 9.0818
C -0.3822 0.2176 8.9605
C -1.8651 -0.0801 8.8637
O -1.8759 -1.3420 8.2288
C -0.7082 -1.9739 8.5263
O -0.5010 -3.1280 8.3604
O 0.1761 -1.0955 9.0548
F -2.5209 0.8183 8.0936
H -0.0272 0.7030 8.0505
H -0.1070 0.8098 9.8281
H -2.3791 -0.1578 9.8238
C 3.9091 4.2281 -8.3962
C 4.2176 3.7751 -6.9861
O 5.5104 3.1964 -7.1316
C 6.1178 3.7902 -8.1888
O 7.2743 3.7102 -8.4425
O 5.2192 4.4953 -8.9159
F 3.3460 2.8454 -6.5538
H 3.4499 3.4196 -8.9672
H 3.2843 5.1155 -8.4410
H 4.2630 4.5829 -6.2545
C 1.6156 8.6129 -1.8224
C 0.6213 7.5104 -2.1251
O 0.9207 7.2030 -3.4699
C 2.2325 7.5079 -3.6916
O 2.8582 7.1495 -4.6279
O 2.7045 8.2828 -2.6842
F -0.6611 7.9449 -2.0338
H 1.2058 9.5842 -2.1058
H 1.9443 8.6355 -0.7875
H 0.7357 6.6092 -1.5207
C -7.1140 2.1237 1.5383
C -6.9160 1.7197 2.9850
O -5.7675 0.9026 2.9163
C -5.0358 1.2956 1.8329
O -3.9170 0.9780 1.6237
O -5.7759 2.1058 1.0417
F -7.9563 0.9967 3.4680
H -7.7114 1.3797 1.0092
H -7.5524 3.1093 1.4124
H -6.7239 2.5503 3.6668

=====

2.
ORCA calculation (ωB97M-V/def2-TZVPD) on a cluster of 2 separate species, C4H10N2O2 in total in a non-equilibrium geometry.

Results
- LUMO: -4.467 eV
- Gap between HOMO and LUMO: 4.58 eV
- HOMO: -9.04 eV

Positions of all 18 atoms, in Å:
O -1.2269 -1.0934 0.8678
C -1.5714 -0.0560 0.2892
N -2.2507 0.9841 0.6890
C 2.3149 -1.6447 0.6662
O 2.3417 -0.5473 -0.1434
C -0.9934 0.0889 -1.1768
N 0.3087 0.6610 -1.1762
C 0.4947 1.7416 -0.2266
H -2.5501 0.7777 1.6446
H 1.2495 -1.8649 0.8952
H 2.8593 -1.4697 1.6083
H 2.7324 -2.5293 0.1370
H -1.0438 -0.8850 -1.6552
H -1.6809 0.7598 -1.7141
H 1.0077 -0.0708 -0.9181
H 1.5421 2.0244 -0.4164
H 0.4622 1.6013 0.8769
H -0.3375 2.4548 -0.3008

=====

3.
ORCA calculation (ωB97M-V/def2-TZVPD) on a cluster of 2 separate species, H6N4O in total in a non-equilibrium geometry.

Results
- LUMO (alpha / beta): 1.006 / -0.019 eV
- Gap between HOMO and LUMO (alpha / beta): 7.84 / 9.21 eV
- Spin multiplicity: 3
- HOMO (alpha / beta): -6.83 / -9.23 eV

Positions of all 11 atoms, in Å:
N -1.1221 0.9597 -1.6849
N -0.3077 0.1446 2.2935
N -0.4515 -0.1397 -1.3846
N 0.7356 0.1103 1.4646
O 0.7099 0.6541 0.2676
H -1.8898 1.2722 -1.1331
H -0.5577 1.7520 -1.9385
H -0.4010 1.0425 2.8271
H -1.2436 0.1363 1.7757
H -1.0589 -0.9473 -1.0084
H 1.3798 -0.7639 1.6778

=====

4.
ORCA calculation (ωB97M-V/def2-TZVPD) on a structure of composition C23H49N3P4ReS in a non-equilibrium geometry.

Results
- LUMO (alpha / beta): -12.509 / -14.146 eV
- Gap between HOMO and LUMO (alpha / beta): 6.88 / 4.85 eV
- Charge: +4
- Spin multiplicity: 4
- HOMO (alpha / beta): -19.39 / -18.99 eV

Positions of all 81 atoms, in Å:
Re -0.4722 -0.0660 0.2102
P -1.9738 1.8058 0.2943
P -2.2329 -1.3847 1.3010
P 1.1174 1.2479 -0.9040
H -1.2730 -2.4491 -1.1420
C -0.3878 -1.8155 -1.1198
C 0.6140 -1.9913 -0.0752
H 0.4552 -2.7294 0.7174
C -3.0551 1.8169 -1.1890
C -3.2451 2.0562 1.6150
C -1.3183 3.5317 0.3525
C -1.9257 -3.1946 1.4476
C -2.9205 -1.0794 2.9901
C -3.7567 -1.4042 0.2822
C 2.6059 0.3086 -1.4218
C 1.9671 2.7289 -0.2052
C 0.3349 1.9868 -2.3984
H -0.0181 -1.5912 -2.1165
H 1.6646 -1.8454 -0.3321
H -3.7076 2.7005 -1.1547
H -3.6794 0.9151 -1.2217
H -2.4615 1.8535 -2.1092
H -3.7468 3.0165 1.4184
H -2.7731 2.1203 2.6035
H -4.0067 1.2690 1.6292
H -2.1686 4.2180 0.4856
H -0.7871 3.8193 -0.5602
H -0.6451 3.6529 1.2115
H -2.8577 -3.6654 1.7858
H -1.1375 -3.4010 2.1793
H -1.6318 -3.6322 0.4914
H -3.8842 -1.6050 3.0626
H -3.0840 -0.0163 3.1879
H -2.2656 -1.4718 3.7776
H -4.3726 -2.2522 0.6084
H -3.5051 -1.5374 -0.7754
H -4.3379 -0.4818 0.3844
H 3.2210 0.9555 -2.0577
H 2.3657 -0.6044 -1.9786
H 3.1938 0.0469 -0.5339
H 2.1405 3.4443 -1.0210
H 2.9474 2.4568 0.1974
H 1.3799 3.2206 0.5761
H 1.1159 2.2266 -3.1316
H -0.2009 2.9087 -2.1511
H -0.3851 1.3114 -2.8790
C 1.2603 -1.2560 -5.8481
C 0.7223 -0.6652 -7.0069
C 0.8505 -1.2881 -8.2543
C 1.5439 -2.5034 -8.3577
C 2.1369 -3.0645 -7.2279
C 2.0131 -2.4438 -5.9767
S 1.2355 -0.3548 -4.3463
H 0.1646 -0.7500 -3.5311
H 0.2680 0.3217 -6.9245
H 0.4326 -0.7949 -9.1325
H 1.6184 -3.0075 -9.3299
H 2.7344 -3.9759 -7.3247
H 2.5418 -2.7870 -5.0957
C 2.7083 -0.7191 4.5032
N 2.8885 0.5157 3.7059
C 2.2172 1.6350 4.4044
N 0.7731 1.3730 4.6362
C 0.6081 0.1049 5.3849
N 1.2704 -1.0388 4.7010
C 0.6269 -1.3911 3.4505
P 0.5815 0.0704 2.2171
C 2.4505 0.3783 2.3279
C -0.0030 1.4111 3.4187
H 3.1725 -0.5513 5.4922
H 3.1950 -1.5634 3.9894
H 2.3203 2.5511 3.8008
H 2.7015 1.7551 5.3884
H -0.4662 -0.1127 5.4970
H 1.0750 0.2432 6.3777
H 1.1817 -2.1989 2.9481
H -0.4034 -1.7316 3.6280
H 2.6828 1.2936 1.7686
H 2.9483 -0.4709 1.8351
H -1.0671 1.2313 3.6326
H 0.1094 2.3841 2.9173

=====

5.
ORCA calculation (ωB97M-V/def2-TZVPD) on the molecule C4H4O2.

Results
- LUMO: 0.949 eV
- Gap between HOMO and LUMO: 10.72 eV
- SMILES string: O=C1C[C@H]2O[C@@H]12
- HOMO: -9.78 eV

Positions of all 10 atoms, in Å:
O -0.2470 2.2582 0.3433
C -0.1300 1.1194 -0.0138
C -1.0602 -0.1129 0.0892
C 0.2377 -0.9176 0.0799
O 0.7887 -0.7741 -1.2042
C 1.0901 0.2478 -0.2575
H -1.6967 -0.2846 -0.7812
H -1.6618 -0.1299 1.0002
H 0.5863 -1.7183 0.7336
H 2.1300 0.4037 0.0005

=====

6.
ORCA calculation (ωB97M-V/def2-TZVPD) on a structure of composition C25H38KNO10S in a non-equilibrium geometry.

Results
- LUMO: 3.300 eV
- Gap between HOMO and LUMO: 3.70 eV
- Charge: -2
- HOMO: -0.40 eV

Positions of all 76 atoms, in Å:
K -11.8283 -3.0925 -2.4506
C -9.1972 -2.0421 -5.6134
C -10.1675 -1.2833 -6.5256
C -9.6580 -1.5520 -7.9448
C -10.6500 -1.1080 -9.0263
C -11.9831 -1.8021 -8.7685
C -12.5269 -1.5786 -7.3341
N -11.4901 -1.8565 -6.3597
O -11.9601 -1.9203 -5.0585
C -13.7243 -2.4981 -7.1558
C -13.0612 -0.1228 -7.3126
C -10.0555 0.2032 -6.0970
H -9.3910 -3.1202 -5.5804
H -9.2890 -1.7739 -4.5581
H -8.1414 -1.9061 -5.8668
H -9.5148 -2.6310 -8.0691
H -8.6777 -1.1102 -8.1451
H -10.2914 -1.2902 -10.0427
H -10.7982 -0.0259 -8.9388
H -11.8360 -2.8837 -8.9072
H -12.6920 -1.5345 -9.5610
H -13.3922 -3.5297 -7.0269
H -14.3213 -2.4736 -8.0755
H -14.3811 -2.2125 -6.3351
H -13.1734 0.1975 -6.2714
H -14.0917 -0.1242 -7.6900
H -12.4536 0.5976 -7.8545
H -10.9469 0.7244 -6.4531
H -9.1482 0.7008 -6.4452
H -10.1189 0.3006 -5.0133
C -9.2590 0.8265 -0.1294
C -8.1992 0.7715 0.7918
C -7.5912 -0.5810 1.1903
O -6.4903 -0.6417 1.7997
C -8.2492 -1.7272 0.7691
C -9.4080 -1.7036 -0.0656
C -9.8626 -0.3283 -0.6853
O -10.7108 -0.3690 -1.5951
O -10.1120 -2.7174 -0.2539
O -7.8081 1.8459 1.3175
H -9.6296 1.8074 -0.3993
H -7.8128 -2.6846 1.0243
C -13.3327 0.7145 -0.2891
S -14.2718 -0.8336 -0.3530
O -14.0305 -1.4157 -1.7002
C -13.2020 -1.7729 0.7949
H -12.2901 0.5365 -0.5747
H -13.3410 1.2288 0.6725
H -13.7615 1.3736 -1.0447
H -13.3265 -1.4642 1.8316
H -12.1563 -1.6282 0.5016
H -13.3944 -2.8378 0.6613
O -13.4061 -5.3528 -1.5269
C -14.4741 -5.0080 -1.9583
O -14.6081 -4.4368 -3.1530
C -15.9694 -4.1009 -3.4082
C -16.6133 -4.0564 -2.0023
C -15.7841 -5.0821 -1.2135
H -16.4689 -4.7988 -4.0844
H -15.9834 -3.1318 -3.9056
H -17.6532 -4.3989 -2.0059
H -16.6346 -3.0827 -1.5195
H -16.1776 -6.0991 -1.1571
H -15.6012 -4.8642 -0.1613
O -10.1153 -4.8427 -3.7800
C -10.7725 -5.5225 -4.5032
O -11.1198 -6.7904 -4.1427
C -11.8307 -7.4624 -5.1685
C -11.7853 -6.5516 -6.4126
C -11.4096 -5.1842 -5.8236
H -12.8635 -7.6996 -4.9192
H -11.3250 -8.3886 -5.4418
H -12.7879 -6.5305 -6.8354
H -11.0153 -6.9117 -7.0894
H -12.2409 -4.4958 -5.6831
H -10.6433 -4.7005 -6.4285

=====

What are the electronic energy values for these records? In order: -4231.3430, -418.1461, -297.6228, -2910.3748, -305.2104, -2780.6724 Eh.